ORCA calculation (ωB97M-V with the def2-TZVPD basis set) on C21H22FNO2S in the gas phase.

The geometry in XYZ format:
```
48
Properties=species:S:1:pos:R:3:forces:R:3:mulliken_charge:R:1
C -0.2617 8.3874 1.6253 -1.2 -0.2 -1.3 -0.9006
O 0.8461 7.6695 1.1453 1.4 0.6 0.6 -0.4460
C 0.7887 6.3309 1.0064 -0.1 -0.9 0.2 0.5289
C -0.3357 5.7148 0.4567 -1.4 -1.5 -2.0 -0.2379
C -0.2819 4.3248 0.0408 0.5 3.0 1.1 -0.7408
C 0.8462 3.5387 0.3168 -3.8 0.6 -1.0 0.3306
C 0.8000 2.1669 -0.1105 0.5 -2.7 -0.6 0.5155
C 1.0614 1.0948 0.7835 0.6 1.4 0.1 -0.9266
C 1.1988 -0.2060 0.3670 -0.4 -0.3 -1.0 -0.5029
C 1.0275 -0.5605 -0.9671 -1.2 3.7 -1.3 0.8968
C 1.2645 -1.8865 -1.5135 -4.3 -0.5 -1.7 -1.2256
O 0.5795 -2.8356 -0.7463 2.4 -0.6 0.8 -0.2456
C -0.7562 -3.1214 -0.9787 -1.3 -0.3 -1.2 0.1979
C -1.2969 -3.3195 0.3850 -1.1 -2.0 1.6 -1.0018
C -0.4805 -4.5020 1.1018 -1.7 1.9 0.2 -0.8637
C -0.4623 -5.8072 0.2884 0.2 0.5 -0.1 0.1301
N -1.7614 -6.4957 0.3084 -1.4 -0.3 -0.2 -0.3824
C -2.9386 -6.4296 0.5357 4.3 1.0 0.3 0.4971
S -4.2748 -6.0525 1.2089 -2.5 -0.1 0.3 -0.4065
C -0.1045 -5.5515 -1.2083 0.8 -1.7 0.9 -0.8337
C -0.8703 -4.4053 -1.8638 -0.3 0.5 1.6 -0.9453
C 0.6450 0.4735 -1.8683 0.6 0.5 1.8 -0.6288
C 0.5661 1.8333 -1.4572 0.1 -1.6 0.6 -0.7521
C 1.7509 4.0721 1.1206 2.5 3.3 2.1 -0.4290
C 1.8423 5.4703 1.4103 -1.4 -1.2 -0.6 0.0411
F 2.8899 5.9040 2.1297 -0.3 0.1 -0.2 -0.3159
H -0.0432 9.1252 2.3584 1.0 0.6 0.5 0.3019
H -0.9668 7.7286 2.0721 -0.7 -0.7 0.5 0.4082
H -0.8014 8.8828 0.8027 0.3 -0.1 0.1 0.3080
H -1.2784 6.3348 0.1640 2.0 -1.2 0.7 0.2760
H -1.1427 3.8728 -0.3810 -0.6 -0.2 -0.5 0.4948
H 1.3085 1.3732 1.8126 -0.3 -0.3 -0.2 0.3551
H 1.3776 -1.0203 1.0167 0.4 -0.5 1.0 0.5190
H 0.8682 -2.0417 -2.5550 0.3 0.9 0.5 0.3036
H 2.2691 -1.9588 -1.6431 3.2 -1.5 0.4 0.5494
H -1.3453 -2.2810 -1.3784 0.5 0.0 -0.5 0.3322
H -2.3687 -3.5859 0.4048 0.3 0.1 -0.4 0.3892
H -1.2493 -2.3665 0.9301 0.4 -0.4 0.1 0.3510
H -0.9728 -4.6743 2.0749 0.4 0.0 -0.2 0.4153
H 0.4516 -3.9404 1.2371 0.4 -1.3 0.1 0.4634
H 0.2452 -6.5248 0.7668 -0.4 0.5 -0.6 0.2425
H 1.0454 -5.5526 -1.2327 -1.8 0.5 -0.5 0.2919
H -0.4787 -6.5009 -1.6182 0.7 0.3 -0.6 0.4434
H -1.9059 -4.6771 -2.1157 0.0 0.0 0.8 0.4719
H -0.5134 -4.2275 -2.8301 1.2 0.5 -1.5 0.4011
H 0.4705 0.1900 -2.8800 -0.1 0.1 -0.7 0.3727
H 0.3438 2.5939 -2.1791 -0.1 0.3 -0.2 0.4849
H 2.4048 3.4426 1.6561 1.3 -0.6 0.2 0.4717
```
Positions in Å, forces in eV/Å.

Values from the calculation:
SMILES string: COc1ccc(-c2ccc(CO[C@H]3CC[C@H](N=C=S)CC3)cc2)cc1F
ΔE to the lowest compared entry with this formula, charge and spin: 1.982 eV
Total charge: 0
HOMO level: -8.44 eV

---

ORCA calculation (ωB97M-V with the def2-TZVPD basis set) on a molecular structure, C21H22IrN7OS4Sb.

The geometry in XYZ format:
```
57
Properties=species:S:1:pos:R:3:forces:R:3:mulliken_spin:R:1
Ir 0.3840 0.6604 0.5037 0.0 0.0 -0.1 1.0131
C 7.1901 0.5621 -0.0566 0.0 0.0 0.0 -0.0021
C 5.7420 0.2022 -0.2491 0.0 0.0 0.0 0.0123
C 5.1913 0.0329 -1.5148 0.0 0.0 0.0 -0.0065
C 3.8392 -0.2013 -1.6824 0.0 0.0 0.0 0.0308
C 2.9709 -0.3093 -0.5921 0.0 0.0 0.0 -0.0264
N 1.5937 -0.3955 -0.7481 0.0 0.0 0.0 0.1836
C 1.0687 -1.1287 -1.7938 0.0 0.0 0.0 0.0101
C 1.6054 -2.3761 -2.1554 0.0 0.0 0.0 0.0070
C 1.0449 -3.1611 -3.1370 0.0 0.0 0.0 -0.0057
C -0.1058 -2.7558 -3.8147 0.0 0.0 0.0 0.0132
C -0.7678 -3.6446 -4.8323 0.0 0.0 0.0 -0.0011
C -0.6395 -1.5266 -3.4795 0.0 0.0 0.0 -0.0008
C -0.0594 -0.7111 -2.5110 0.0 0.0 0.0 -0.0254
N -0.6364 0.5807 -2.3280 0.0 0.0 0.0 0.0039
C -1.2494 1.3176 -3.2833 0.0 0.0 0.0 0.0041
C -1.6971 2.4781 -2.7017 0.0 0.0 0.0 0.0062
C -1.2985 2.3886 -1.3625 0.0 0.0 0.0 -0.0203
N -0.6728 1.2406 -1.1520 0.0 0.0 0.0 0.0132
C 3.5487 -0.2106 0.6810 0.0 0.0 0.0 -0.0295
C 4.8942 0.0826 0.8412 0.0 0.0 0.0 -0.0072
N 2.7926 -0.4558 1.8629 0.0 0.0 0.0 0.0048
C 3.2644 -1.0258 2.9901 0.0 0.0 0.0 0.0088
C 2.2579 -1.0245 3.9224 0.0 0.0 0.0 -0.0042
C 1.1740 -0.4248 3.2762 0.0 0.0 0.0 0.0133
N 1.5086 -0.0879 2.0393 0.0 0.0 0.0 0.0706
H 7.7435 0.4665 -0.9911 0.0 0.0 0.0 0.0002
H 7.6672 -0.0801 0.6859 0.0 0.0 0.0 0.0006
H 7.2900 1.5930 0.2892 0.0 0.0 0.0 0.0011
H 5.8242 0.1294 -2.3899 0.0 0.0 0.0 -0.0007
H 3.4219 -0.2716 -2.6790 0.0 0.0 0.0 0.0014
H 2.4798 -2.7197 -1.6177 0.0 0.0 0.0 0.0007
H 1.4892 -4.1237 -3.3653 0.0 0.0 0.0 -0.0001
H -0.0330 -4.1006 -5.4976 0.0 0.0 0.0 0.0006
H -1.4743 -3.0848 -5.4463 0.0 0.0 0.0 0.0000
H -1.3179 -4.4551 -4.3479 0.0 0.0 0.0 0.0010
H -1.5400 -1.1863 -3.9774 0.0 0.0 0.0 -0.0004
H -1.2821 0.9767 -4.3024 0.0 0.0 0.0 0.0005
H -2.2024 3.2964 -3.1820 0.0 0.0 0.0 0.0013
H -1.3984 3.0850 -0.5469 0.0 0.0 0.0 -0.0144
H 5.2690 0.2609 1.8412 0.0 0.0 0.0 0.0225
H 4.2722 -1.3970 3.0312 0.0 0.0 0.0 -0.0004
H 2.2984 -1.4004 4.9282 0.0 0.0 0.0 -0.0003
H 0.1764 -0.2142 3.6203 0.0 0.0 0.0 -0.0120
S 0.4844 5.5496 2.8532 0.0 0.0 0.0 0.2226
Sb 1.0704 3.3560 2.6921 -0.1 0.0 0.0 0.2534
S 1.7954 2.7995 0.4489 0.0 0.0 0.0 0.6871
S -1.0726 1.6492 1.9169 0.0 0.0 0.0 0.6902
S 3.3938 2.7411 2.9410 0.1 0.0 0.0 0.8962
N -3.7379 -1.3478 -1.8083 0.0 0.0 0.0 -0.0005
C -2.9621 -1.2269 -0.6516 0.0 0.1 0.0 -0.0131
N -3.3058 -0.1935 0.1611 -0.1 -0.1 0.1 0.0017
O -2.0853 -2.0296 -0.3926 0.0 -0.1 0.0 0.0056
H -4.0641 -0.4900 -2.2254 0.0 0.0 0.0 0.0002
H -3.3102 -1.9828 -2.4641 0.0 0.0 0.0 0.0001
H -3.9473 0.5119 -0.1534 0.0 0.0 0.0 0.0000
H -2.6360 0.0936 0.8683 0.0 0.0 0.0 -0.0108
```
Positions in Å, forces in eV/Å.

Values from the calculation:
ΔE to the lowest compared entry with this formula, charge and spin: 0.000 eV
Spin multiplicity: 5
Total charge: -1
HOMO level (spin up / spin down): -3.41 / -4.29 eV

---

ORCA calculation (ωB97M-V with the def2-TZVPD basis set) on 2 unconnected molecules or ions with the total composition C21H22N2O3.

The geometry in XYZ format:
```
48
Properties=species:S:1:pos:R:3:forces:R:3:mulliken_charge:R:1
C 0.9427 1.8844 2.8503 0.5 -0.3 0.1 -0.6372
C -0.2498 2.8013 2.6262 -0.8 1.1 -0.5 0.4931
N -1.4213 2.1470 2.4109 0.5 -1.0 0.6 -0.3622
C -2.5898 2.7976 2.6390 0.0 1.2 -0.4 0.5297
C -3.7948 1.8837 2.8037 -0.3 -0.3 0.0 -0.9274
O -2.7702 4.0171 2.7094 -0.3 -0.6 0.1 -0.6393
O -0.0647 4.0224 2.6380 0.6 -0.6 0.2 -0.6935
H 0.6513 0.8416 3.0067 -0.1 0.1 0.0 -0.0118
H 1.6254 1.9408 1.9928 0.0 0.0 0.0 0.1337
H 1.5095 2.2227 3.7250 -0.1 0.0 -0.2 0.3886
H -3.5125 0.8316 2.8625 0.0 0.1 -0.1 0.2453
H -4.3437 2.1532 3.7110 0.1 0.1 -0.1 0.2566
H -4.4894 2.0254 1.9697 0.1 0.0 0.0 0.2274
C 2.5711 -3.2074 4.1140 -0.2 -0.2 -0.3 -0.7639
O 2.0080 -4.0213 3.0573 -0.5 0.8 -0.5 -0.4515
C 1.3167 -3.3981 2.0631 0.1 0.4 0.2 0.8898
C 1.1410 -1.9891 1.9848 0.2 -0.8 0.2 -0.2297
C 0.4565 -1.4564 0.9066 0.3 0.1 -0.4 -0.7998
C -0.0926 -2.2707 -0.1128 0.1 -0.3 0.8 0.0099
C -0.7065 -1.6645 -1.2553 1.1 0.2 -0.3 -0.4237
C -0.1768 -0.5519 -1.8962 -0.6 -0.1 0.1 0.9435
C -0.7651 0.1150 -3.0545 0.5 0.3 -0.4 0.2664
C -1.9336 -0.0860 -3.7690 -0.2 0.3 -0.4 -0.3663
C -2.1943 0.7389 -4.8780 0.3 -0.2 0.4 -0.7578
C -1.2802 1.7283 -5.2801 0.4 -0.1 0.4 -0.6584
C -0.0764 1.9199 -4.5796 -0.3 -0.1 -0.1 -0.8482
C 0.1518 1.1001 -3.4822 -0.7 -0.3 -0.1 0.5253
N 1.2619 1.0554 -2.6269 -0.2 -1.4 1.6 0.1567
C 2.4471 1.8886 -2.7540 0.5 0.3 0.1 -0.8531
C 1.0750 0.0976 -1.6795 0.0 0.9 -1.2 -0.6069
C 0.0327 -3.6850 0.0305 -0.2 0.4 -0.2 -0.4570
C 0.7505 -4.2360 1.0664 0.2 0.3 0.4 -0.7326
H 3.0505 -3.9322 4.7743 -0.1 0.3 -0.1 0.2363
H 3.3166 -2.5034 3.7137 -0.2 -0.2 0.1 0.3351
H 1.7819 -2.6617 4.6538 0.2 -0.2 -0.2 0.3446
H 1.5501 -1.3308 2.7560 -0.3 -0.2 -0.4 0.3724
H 0.3507 -0.3750 0.8172 -0.2 -0.2 0.3 0.6625
H -1.5504 -2.1542 -1.7420 0.1 0.0 0.1 0.3986
H -2.6189 -0.8717 -3.4490 0.0 0.3 -0.2 0.3640
H -3.1217 0.6114 -5.4326 0.2 0.0 0.1 0.3922
H -1.5024 2.3569 -6.1436 0.1 -0.2 0.3 0.3854
H 0.6558 2.6761 -4.8583 -0.3 -0.1 -0.1 0.2545
H 2.3078 2.5732 -3.5950 0.1 -0.2 0.3 0.2672
H 2.6145 2.4721 -1.8374 -0.2 -0.2 -0.3 0.3401
H 3.3426 1.2759 -2.9342 -0.4 0.1 0.0 0.3398
H 1.8423 -0.1404 -0.9509 -0.1 0.2 -0.2 0.6265
H -0.3954 -4.3317 -0.7369 0.1 0.1 0.2 0.4154
H 0.8964 -5.3103 1.1649 -0.1 0.2 -0.1 0.4196
```
Positions in Å, forces in eV/Å.

Values from the calculation:
ΔE to the lowest compared entry with this formula, charge and spin: 5.511 eV
Total charge: 0
HOMO level: -6.17 eV

---

ORCA calculation (ωB97M-V with the def2-TZVPD basis set) on C21H22N2O3 in the gas phase.

The geometry in XYZ format:
```
48
Properties=species:S:1:pos:R:3:forces:R:3:mulliken_charge:R:1
O -1.3679 -0.3571 7.0229 0.1 0.1 -0.1 -0.5529
C -1.1031 -1.0009 6.0400 -0.4 0.0 0.4 0.3501
O -1.8090 -2.0924 5.6931 -0.1 -0.4 -0.3 -0.4437
C -0.0059 -0.6901 5.1073 0.2 -0.1 -0.4 -0.3012
C 0.2936 -1.4353 4.0444 -0.2 0.1 0.5 -0.4466
C 1.4534 -1.0927 3.1749 0.2 0.0 0.0 0.7468
O 2.4299 -0.5121 3.6162 0.1 0.2 0.2 -0.6665
N 1.3710 -1.5064 1.8889 0.1 0.1 -0.1 0.1972
C 0.1840 -2.0725 1.2792 -0.3 -0.3 -0.1 -0.8697
C 0.2318 -1.8626 -0.2366 -0.1 -0.1 0.2 -1.0265
N 0.6377 -0.4948 -0.4865 -0.1 0.0 -0.1 0.5914
C 0.3322 -0.0478 -1.8375 -0.1 0.1 0.0 -0.4304
C 0.8035 1.3720 -2.0692 0.3 0.0 -0.1 0.1192
C 1.4922 1.7020 -3.2273 0.0 -0.1 0.1 -0.3868
C 1.8887 3.0073 -3.4626 0.0 0.1 -0.1 -0.6908
C 1.6018 3.9963 -2.5390 0.1 0.1 -0.1 -0.4161
C 0.9142 3.6740 -1.3805 -0.1 0.0 0.1 -0.8726
C 0.5129 2.3717 -1.1492 0.0 0.0 0.0 0.1268
C -1.1583 -0.0529 -2.0972 -0.1 -0.2 -0.1 0.1353
C -1.6371 -0.2952 -3.3775 0.1 0.0 0.1 -0.4665
C -2.9947 -0.2511 -3.6407 -0.1 0.0 -0.1 -0.7321
C -3.8900 0.0342 -2.6245 -0.1 0.0 0.0 -0.4700
C -3.4197 0.2770 -1.3449 -0.1 0.0 0.0 -0.8396
C -2.0623 0.2381 -1.0832 0.0 0.0 0.0 0.2194
C 2.0405 -0.2969 -0.1382 0.2 0.1 0.2 -0.5681
C 2.4672 -1.2503 0.9844 0.3 0.1 -0.1 -1.2585
H -2.5054 -2.2496 6.3497 0.2 0.2 0.0 0.3319
H 0.5652 0.1971 5.3407 0.0 0.0 0.0 0.4310
H -0.2652 -2.3337 3.8286 -0.1 0.0 0.0 0.5291
H -0.7011 -1.5656 1.6715 0.0 -0.1 -0.1 0.6058
H 0.1076 -3.1455 1.5021 -0.1 0.1 0.0 0.2835
H 0.9079 -2.5933 -0.7135 -0.1 0.0 0.0 0.3358
H -0.7673 -2.0216 -0.6460 0.1 -0.1 0.1 0.4909
H 0.8256 -0.7027 -2.5843 -0.1 0.1 0.1 0.5983
H 1.7234 0.9340 -3.9525 0.0 -0.1 0.0 0.3692
H 2.4249 3.2500 -4.3684 0.0 0.0 -0.1 0.4001
H 1.9128 5.0144 -2.7203 0.0 0.1 0.0 0.3887
H 0.6882 4.4421 -0.6555 0.0 0.1 0.1 0.4019
H -0.0225 2.1208 -0.2472 -0.1 0.0 0.1 0.3384
H -0.9422 -0.5184 -4.1748 0.1 0.0 -0.1 0.3733
H -3.3539 -0.4414 -4.6415 0.0 0.0 -0.1 0.4097
H -4.9499 0.0670 -2.8288 -0.1 0.0 0.0 0.3976
H -4.1138 0.4999 -0.5477 -0.1 0.0 0.1 0.4008
H -1.6938 0.4219 -0.0859 0.0 0.0 0.1 0.3055
H 2.7002 -0.4601 -1.0072 0.0 0.0 0.1 0.3450
H 2.1635 0.7392 0.1872 0.1 -0.1 -0.1 0.4170
H 3.2786 -0.8108 1.5662 -0.1 -0.1 -0.1 0.4531
H 2.8108 -2.2049 0.5707 0.0 0.1 0.0 0.3456
```
Positions in Å, forces in eV/Å.

Values from the calculation:
SMILES string: O=C(O)/C=C/C(=O)N1CCN(C(c2ccccc2)c2ccccc2)CC1
ΔE to the lowest compared entry with this formula, charge and spin: 2.044 eV
Total charge: 0
HOMO level: -8.92 eV

---

Number 1 is which compound? C21H22FNO2S

---

Look up the ΔE to the lowest compared entry with this formula, charge and spin of the third one. 5.511 eV

---

Which formula does entry 3 have? C21H22N2O3